1.
The following is a DFT calculation (wB97M-V/def2-TZVPD) of a cluster of 6 separate species, C22H47F3O8 in total.

Structure (XYZ):
```
80
C22H47F3O8 | OMol25 | wB97M-V/def2-TZVPD
C 3.132 1.510 9.396
C 2.072 1.096 8.713
C 0.486 0.863 8.395
C 0.416 -0.001 7.019
C 1.295 0.599 5.807
O 0.911 -0.152 4.596
C 1.021 2.151 5.469
F 1.730 3.080 6.325
F -0.401 2.509 5.455
F 1.516 2.427 4.110
O -0.276 2.101 8.353
C -0.627 2.573 9.661
O 0.111 2.563 10.691
H 4.122 1.890 9.863
H 0.012 0.178 9.213
H -0.684 -0.255 6.721
H 0.890 -1.035 7.285
H 2.428 0.420 5.935
H -0.079 -0.141 4.561
H -1.683 3.055 9.764
C -0.996 4.287 2.541
C -0.996 2.992 1.747
C -1.103 3.256 0.253
O -2.093 2.181 2.164
H -1.926 4.843 2.382
H -0.928 4.080 3.612
H -0.155 4.926 2.256
H -0.079 2.432 1.957
H -2.037 3.775 0.014
H -1.114 2.314 -0.304
H -0.266 3.863 -0.101
H -2.910 2.667 1.982
C -1.027 -1.476 -1.091
C -2.019 -1.926 -0.031
C -3.450 -1.827 -0.533
O -1.869 -1.115 1.133
H -1.197 -0.429 -1.366
H -0.003 -1.540 -0.713
H -1.106 -2.090 -1.992
H -1.802 -2.958 0.261
H -3.704 -0.793 -0.789
H -4.153 -2.143 0.243
H -3.602 -2.452 -1.418
H -2.059 -0.198 0.885
C 1.109 -2.229 -6.168
C 0.117 -2.679 -5.107
C -1.314 -2.580 -5.609
O 0.267 -1.867 -3.943
H 0.939 -1.183 -6.443
H 2.134 -2.294 -5.789
H 1.030 -2.844 -7.068
H 0.335 -3.711 -4.814
H -1.567 -1.546 -5.864
H -2.016 -2.895 -4.832
H -1.466 -3.205 -6.493
H 0.077 -0.950 -4.192
C 1.559 -4.326 -1.083
C 3.033 -4.267 -1.453
C 3.632 -2.909 -1.123
O 3.181 -4.524 -2.847
H 0.986 -3.579 -1.643
H 1.138 -5.303 -1.336
H 1.413 -4.148 -0.014
H 3.578 -5.050 -0.917
H 3.131 -2.114 -1.685
H 4.689 -2.877 -1.406
H 3.548 -2.689 -0.056
H 2.701 -3.836 -3.330
C -0.448 2.945 -5.436
C -0.449 1.648 -6.229
C -0.555 1.912 -7.723
O -1.548 0.839 -5.812
H -1.377 3.502 -5.596
H -0.383 2.739 -4.363
H 0.394 3.582 -5.722
H 0.467 1.087 -6.019
H -1.488 2.433 -7.962
H -0.567 0.971 -8.280
H 0.284 2.518 -8.077
H -2.364 1.327 -5.994
```

Structure (SMILES)   C#C[C@H](C[C@@H](O)C(F)(F)F)OC=O.CC(C)O.CC(C)O.CC(C)O.CC(C)O.CC(C)O
Frontier orbital gap   10.256 eV

Löwdin population analysis, charges in e, atoms 1 to 8: number 1, C, carries 0.1052; number 2, C, carries -0.0427; number 3, C, carries -0.2790; number 4, C, carries -0.0764; number 5, C, carries -0.2203; number 6, O, carries -0.0547; number 7, C, carries -0.2522; number 8, F, carries 0.0461



2.
The following is a DFT calculation (wB97M-V/def2-TZVPD) of a structure of composition C22H47FHfN4O6S.

Structure (XYZ):
```
82
C22H47FHfN4O6S | OMol25 | wB97M-V/def2-TZVPD
Hf -11.071 10.826 6.558
C -12.405 14.039 10.667
C -10.962 13.729 10.126
C -10.026 14.332 11.165
C -9.822 13.494 12.482
C -9.423 12.095 12.072
C -10.411 11.314 11.099
N -10.677 12.260 9.960
O -11.438 11.682 8.883
C -11.716 11.055 12.018
C -9.732 10.061 10.532
C -10.707 14.474 8.771
H -13.215 13.600 10.084
H -12.756 15.063 10.540
H -12.646 13.925 11.724
H -10.215 15.359 11.477
H -9.083 14.423 10.627
H -10.724 13.627 13.079
H -9.032 13.915 13.104
H -9.111 11.437 12.883
H -8.458 12.127 11.566
H -12.279 10.512 11.259
H -12.171 12.044 12.088
H -11.607 10.596 13.001
H -8.948 10.345 9.830
H -10.442 9.373 10.071
H -9.274 9.457 11.315
H -11.625 14.737 8.246
H -10.081 13.885 8.101
H -10.287 15.469 8.921
F -10.551 12.898 5.686
C -9.576 14.473 2.106
C -8.835 15.330 3.021
O -7.945 16.042 2.707
N -9.172 15.242 4.302
C -8.748 16.234 5.309
H -9.192 13.453 2.099
H -9.428 14.895 1.113
H -10.654 14.633 2.100
H -9.911 14.582 4.499
H -8.769 15.777 6.299
H -9.490 17.031 5.366
H -7.751 16.538 4.990
C -7.231 9.363 7.778
C -7.676 10.832 7.682
O -8.841 11.096 7.262
N -6.840 11.760 8.095
C -7.145 13.235 8.292
H -6.177 9.318 8.053
H -7.346 8.811 6.845
H -7.772 8.799 8.537
H -5.972 11.335 8.389
H -7.489 13.809 7.432
H -6.216 13.691 8.635
H -7.643 13.436 9.241
C -7.620 11.698 3.946
C -8.353 10.418 4.207
O -9.355 10.409 4.940
N -8.139 9.320 3.501
C -8.704 7.994 3.567
H -6.971 12.015 4.763
H -8.392 12.451 3.785
H -7.116 11.449 3.012
H -7.393 9.314 2.820
H -9.038 7.755 2.558
H -9.555 7.775 4.212
H -7.905 7.312 3.857
C -13.944 13.874 4.104
C -14.644 12.559 3.995
C -15.398 12.250 5.326
S -14.170 13.040 6.564
O -13.101 12.094 6.579
O -14.683 13.414 7.844
C -13.868 14.492 5.534
H -14.482 14.673 3.595
H -12.958 13.819 3.643
H -13.862 11.802 3.936
H -15.131 12.673 3.026
H -15.439 11.220 5.679
H -16.296 12.860 5.230
H -12.879 14.822 5.852
H -14.673 15.149 5.863
```

Spin multiplicity   2
Net charge   +3
⟨S²⟩   0.755
Frontier orbital gap (spin up / spin down)   3.302 / 3.269 eV

Löwdin population analysis, charges in e, atoms 1 to 8: number 1, Hf, carries 2.3136; number 2, C, carries -0.0063; number 3, C, carries -0.4167; number 4, C, carries -0.1287; number 5, C, carries -0.1315; number 6, C, carries -0.1331; number 7, C, carries -0.4075; number 8, N, carries 0.0741



3.
The following is a DFT calculation (wB97M-V/def2-TZVPD) of a cluster of 6 separate species, C22H47N2O9P2 in total.

Structure (XYZ):
```
82
C22H47N2O9P2 | OMol25 | wB97M-V/def2-TZVPD
C -2.060 -1.402 0.125
C -1.564 -1.720 1.530
N -0.950 -0.576 2.227
C 0.467 -0.396 2.077
P 0.816 1.076 3.189
O 2.074 1.719 2.853
O -0.446 2.006 3.226
O 0.873 0.478 4.673
C 1.336 -1.429 2.694
N 2.336 -1.706 1.975
C 2.427 -1.027 0.679
P 2.594 -2.477 -0.512
C 1.070 -3.480 -0.267
O 2.515 -1.847 -2.022
C 1.140 -0.181 0.695
H -1.313 -1.611 -0.633
H -2.938 -1.975 -0.128
H -2.320 -0.357 0.025
H -2.452 -1.975 2.098
H -0.938 -2.602 1.558
H -1.443 0.253 1.918
H -1.032 1.704 3.948
H 1.802 0.247 4.853
H 1.250 -1.902 3.659
H 3.099 -2.352 2.185
H 3.265 -0.355 0.569
H 0.212 -3.071 -0.779
H 1.311 -4.469 -0.632
H 0.876 -3.581 0.792
H 2.726 -2.583 -2.625
H 1.438 0.864 0.708
H 0.535 -0.245 -0.199
C 6.019 -0.432 -1.941
C 6.232 -0.961 -3.340
O 6.172 -2.145 -3.576
C 6.517 0.052 -4.421
H 5.825 -1.269 -1.272
H 6.906 0.102 -1.596
H 5.161 0.243 -1.930
H 7.428 0.603 -4.186
H 5.685 0.753 -4.505
H 6.647 -0.461 -5.370
C -6.728 -0.018 -1.575
C -5.253 0.081 -1.868
O -4.431 -0.469 -1.163
C -4.856 0.894 -3.069
H -6.883 -0.627 -0.688
H -7.140 0.977 -1.405
H -7.244 -0.478 -2.418
H -5.195 1.918 -2.951
H -5.300 0.471 -3.967
H -3.771 0.884 -3.169
C -7.798 3.647 -6.276
C -7.419 2.471 -5.413
O -6.898 2.622 -4.331
C -7.722 1.097 -5.962
H -7.530 4.570 -5.769
H -7.270 3.598 -7.229
H -8.874 3.643 -6.461
H -7.190 0.945 -6.902
H -8.793 0.993 -6.135
H -7.405 0.339 -5.249
C 2.551 6.635 1.005
C 3.699 5.653 1.015
O 4.621 5.752 0.241
C 3.641 4.542 2.035
H 2.716 7.377 0.228
H 1.614 6.113 0.805
H 2.482 7.139 1.970
H 2.753 3.931 1.877
H 3.616 4.960 3.043
H 4.522 3.914 1.935
C 2.102 -3.522 6.782
C 2.495 -4.194 5.493
O 3.040 -3.578 4.597
C 2.189 -5.661 5.362
H 2.381 -2.471 6.749
H 1.024 -3.601 6.931
H 2.614 -3.996 7.620
H 1.114 -5.826 5.452
H 2.704 -6.220 6.143
H 2.524 -6.019 4.391
```

Net charge   +1
Frontier orbital gap   7.014 eV

Löwdin population analysis, charges in e, atoms 1 to 8: number 1, C, carries -0.0843; number 2, C, carries -0.2197; number 3, N, carries -0.0195; number 4, C, carries -0.4170; number 5, P, carries 0.4719; number 6, O, carries -0.2177; number 7, O, carries -0.0644; number 8, O, carries -0.1047



Repeat the second record exactly.
The following is a DFT calculation (wB97M-V/def2-TZVPD) of a structure of composition C22H47FHfN4O6S.

Structure (XYZ):
```
82
C22H47FHfN4O6S | OMol25 | wB97M-V/def2-TZVPD
Hf -11.071 10.826 6.558
C -12.405 14.039 10.667
C -10.962 13.729 10.126
C -10.026 14.332 11.165
C -9.822 13.494 12.482
C -9.423 12.095 12.072
C -10.411 11.314 11.099
N -10.677 12.260 9.960
O -11.438 11.682 8.883
C -11.716 11.055 12.018
C -9.732 10.061 10.532
C -10.707 14.474 8.771
H -13.215 13.600 10.084
H -12.756 15.063 10.540
H -12.646 13.925 11.724
H -10.215 15.359 11.477
H -9.083 14.423 10.627
H -10.724 13.627 13.079
H -9.032 13.915 13.104
H -9.111 11.437 12.883
H -8.458 12.127 11.566
H -12.279 10.512 11.259
H -12.171 12.044 12.088
H -11.607 10.596 13.001
H -8.948 10.345 9.830
H -10.442 9.373 10.071
H -9.274 9.457 11.315
H -11.625 14.737 8.246
H -10.081 13.885 8.101
H -10.287 15.469 8.921
F -10.551 12.898 5.686
C -9.576 14.473 2.106
C -8.835 15.330 3.021
O -7.945 16.042 2.707
N -9.172 15.242 4.302
C -8.748 16.234 5.309
H -9.192 13.453 2.099
H -9.428 14.895 1.113
H -10.654 14.633 2.100
H -9.911 14.582 4.499
H -8.769 15.777 6.299
H -9.490 17.031 5.366
H -7.751 16.538 4.990
C -7.231 9.363 7.778
C -7.676 10.832 7.682
O -8.841 11.096 7.262
N -6.840 11.760 8.095
C -7.145 13.235 8.292
H -6.177 9.318 8.053
H -7.346 8.811 6.845
H -7.772 8.799 8.537
H -5.972 11.335 8.389
H -7.489 13.809 7.432
H -6.216 13.691 8.635
H -7.643 13.436 9.241
C -7.620 11.698 3.946
C -8.353 10.418 4.207
O -9.355 10.409 4.940
N -8.139 9.320 3.501
C -8.704 7.994 3.567
H -6.971 12.015 4.763
H -8.392 12.451 3.785
H -7.116 11.449 3.012
H -7.393 9.314 2.820
H -9.038 7.755 2.558
H -9.555 7.775 4.212
H -7.905 7.312 3.857
C -13.944 13.874 4.104
C -14.644 12.559 3.995
C -15.398 12.250 5.326
S -14.170 13.040 6.564
O -13.101 12.094 6.579
O -14.683 13.414 7.844
C -13.868 14.492 5.534
H -14.482 14.673 3.595
H -12.958 13.819 3.643
H -13.862 11.802 3.936
H -15.131 12.673 3.026
H -15.439 11.220 5.679
H -16.296 12.860 5.230
H -12.879 14.822 5.852
H -14.673 15.149 5.863
```

Spin multiplicity   2
Net charge   +3
⟨S²⟩   0.755
Frontier orbital gap (spin up / spin down)   3.302 / 3.269 eV

Löwdin population analysis, charges in e, atoms 1 to 8: number 1, Hf, carries 2.3136; number 2, C, carries -0.0063; number 3, C, carries -0.4167; number 4, C, carries -0.1287; number 5, C, carries -0.1315; number 6, C, carries -0.1331; number 7, C, carries -0.4075; number 8, N, carries 0.0741